One molecule with the formula C18H21ClN2O4. Source: OMol25; level of theory: wB97M-V/def2-TZVPD.

Values from the calculation:
SMILES ... CCOCCCNC(=O)c1cn2c3c(ccc(Cl)c3c1=O)O[C@@H](C)C2
Electronic energy ... -42700.1874 eV
Molar mass ... 364.8 g/mol
Maximum force ... 0.70 eV/Å
Gap between HOMO and LUMO ... 8.4 eV
Energy above the lowest of the compared OMol25 structures with the same formula, charge and spin ... 1.002 eV

Positions of all 46 atoms, in Å:
C 3.15425 5.50633 2.36368
C 1.94746 5.28196 1.45371
O 0.69728 5.39162 2.10617
C 0.42169 4.44951 3.11723
C 0.33167 2.99694 2.63942
C -0.69157 2.83902 1.51272
N -0.78740 1.46921 1.07668
C -0.27160 1.03573 -0.08230
O 0.24586 1.76129 -0.91931
C -0.39384 -0.44034 -0.32233
C -0.00794 -0.86382 -1.55417
N -0.05136 -2.14380 -1.95138
C -0.49698 -3.12370 -1.09133
C -0.58437 -4.44911 -1.55695
C -0.94935 -5.45687 -0.68410
C -1.25907 -5.16081 0.63161
C -1.24085 -3.85298 1.08173
Cl -1.69015 -3.58293 2.71780
C -0.86249 -2.79740 0.23127
C -0.85032 -1.38887 0.67879
O -1.19975 -1.05754 1.80926
O -0.31406 -4.78869 -2.85142
C -0.35994 -3.71609 -3.77485
C -1.79773 -3.29255 -4.07187
C 0.47492 -2.55104 -3.23404
H 3.02346 6.42122 2.93695
H 3.29125 4.67628 3.05293
H 4.05021 5.59699 1.75576
H 1.91123 6.06643 0.69329
H 2.03928 4.31489 0.94237
H 1.16037 4.51898 3.92825
H -0.54895 4.76345 3.51182
H 0.04281 2.37480 3.48910
H 1.30604 2.65179 2.28848
H -0.39475 3.44024 0.65036
H -1.67437 3.17556 1.85751
H -1.11159 0.76309 1.73438
H 0.35509 -0.13317 -2.26491
H -0.99144 -6.46867 -1.05242
H -1.53896 -5.94769 1.31233
H 0.10539 -4.11197 -4.68373
H -1.81000 -2.54584 -4.86066
H -2.37148 -4.15668 -4.39616
H -2.27161 -2.87818 -3.18464
H 1.51451 -2.88229 -3.11590
H 0.44915 -1.70428 -3.92116